Record 1
The following is a DFT calculation (the ωB97M-V functional and the def2-TZVPD basis) of a gas-phase ion, C6H9N4 (charge +1).

## Properties
Net charge: +1
HOMO-LUMO gap (alpha / beta): 6.8754 / 5.5529 eV
2S+1: 3
Energy relative to the best compared isomer or geometry (same formula, charge and spin): 284.9 kJ/mol

Cartesian coordinates (Å):
C: 1.17145 1.13593 1.51995
C: 1.80708 0.88636 -0.77650
C: -0.92758 -0.61638 -0.33209
C: -1.47746 1.45659 -1.26126
C: 0.55748 -0.85463 0.13189
C: 0.43216 -1.61309 1.49071
N: 0.89589 1.95527 2.26864
N: 2.07968 1.29242 -1.81555
N: -1.27835 0.19408 -1.46530
N: 1.40510 0.34729 0.36667
H: -1.53317 -1.58533 -0.51452
H: -1.35080 -0.11907 0.59235
H: -1.46108 2.25558 -2.08766
H: -1.64350 1.85901 -0.32193
H: 1.09992 -1.21850 -0.78532
H: 1.19950 -1.22469 2.05737
H: 0.59195 -2.69232 1.37544
H: -0.51536 -1.39108 1.93989
H: -1.05292 -0.06743 -2.38278



Record 2
The following is a DFT calculation (the ωB97M-V functional and the def2-TZVPD basis) of a molecular structure, C23H23BrClGdN5O.

## Properties
Net charge: +1
HOMO-LUMO gap (alpha / beta): 4.1817 / 4.4131 eV
2S+1: 8
Energy relative to the best compared isomer or geometry (same formula, charge and spin): 586.7 kJ/mol

Cartesian coordinates (Å):
Gd: -0.06356 -0.64745 0.01135
Cl: -1.60232 1.92992 -7.02241
C: -1.00129 1.19671 -5.59344
C: 0.30772 1.59921 -5.20160
C: 0.74008 1.23116 -3.94225
C: -0.09938 0.55556 -3.04986
O: 0.29279 0.51426 -1.77383
C: -1.28351 -0.07231 -3.51592
C: -2.09163 -0.94390 -2.79385
N: -1.86035 -1.24889 -1.54567
C: -2.53039 -2.29816 -0.93739
C: -2.93912 -3.45439 -1.68156
C: -3.88463 -4.30774 -1.18074
C: -4.35108 -4.18447 0.08862
C: -3.74040 -3.16234 0.94495
C: -4.06781 -3.04368 2.29122
C: -3.48181 -2.10192 3.06952
C: -2.46144 -1.31581 2.58515
N: -2.03439 -1.42089 1.30994
C: -2.77387 -2.25675 0.46661
C: -1.71665 0.33344 -4.81667
H: 0.88136 2.28509 -5.87606
H: 1.69483 1.61121 -3.58728
H: -3.12877 -1.18991 -3.20947
H: -2.56047 -3.50369 -2.72030
H: -4.27459 -5.15469 -1.79372
H: -5.08299 -4.84473 0.59996
H: -4.79203 -3.74316 2.66577
H: -3.79154 -1.99800 4.09347
H: -1.95188 -0.61250 3.25788
H: -2.66607 -0.06809 -5.29206
Br: 1.10023 -3.00322 -0.08927
C: 3.58743 4.05754 0.98347
C: 1.99142 4.08730 0.95903
N: 1.50799 2.74369 0.79917
C: 2.06836 1.65822 1.40708
N: 1.42896 0.53208 1.38756
C: 1.67326 -0.40290 2.51493
C: 3.14864 -0.50954 2.67281
C: 3.78763 0.82528 2.86053
N: 3.33354 1.82666 1.94788
C: 3.96950 3.15633 2.14434
H: 4.13096 5.08279 1.03914
H: 3.90308 3.63189 0.02268
H: 1.55383 4.66336 0.13850
H: 1.63151 4.40632 1.92618
H: 0.59381 2.62004 0.44436
H: 1.27209 -1.34187 2.11528
H: 1.20035 -0.11528 3.43767
H: 3.65179 -1.06169 1.87936
H: 3.47830 -1.14621 3.53682
H: 4.91477 0.77251 2.81955
H: 3.60237 1.19857 3.89683
H: 5.08067 2.94379 2.18869
H: 3.70471 3.69127 3.11706



Record 3
The following is a DFT calculation (the ωB97M-V functional and the def2-TZVPD basis) of 2 unconnected molecules or ions with the total composition C5H8NS2.

## Properties
Net charge: +1
HOMO-LUMO gap: 7.6068 eV
2S+1: 1
Energy relative to the best compared isomer or geometry (same formula, charge and spin): 304.0 kJ/mol

Cartesian coordinates (Å):
C: -1.02610 -3.19298 1.06225
C: 0.30267 -3.05654 1.24344
C: -0.53409 -1.09317 0.13481
C: 0.70435 2.24244 0.52441
C: 0.29808 2.40395 -1.75876
N: 0.44861 1.59703 -0.50177
S: -1.94971 -1.95207 0.34099
S: 0.96683 -1.74142 0.43454
H: -1.46721 -4.20351 1.34201
H: 1.10842 -3.66085 1.59017
H: 0.80860 1.40788 1.28103
H: -1.12252 -0.16713 -0.44841
H: 0.59993 3.39735 0.79171
H: 0.31155 3.49439 -1.45225
H: -0.60134 2.15490 -2.17377
H: 1.15191 2.36972 -2.41040



Record 4
The following is a DFT calculation (the ωB97M-V functional and the def2-TZVPD basis) of a molecular structure, C36H64N12O3Tl.

## Properties
Net charge: +3
HOMO-LUMO gap (alpha / beta): 4.0061 / 3.7198 eV
2S+1: 1

Cartesian coordinates (Å):
Tl: 0.68289 0.66839 0.84166
C: 5.47087 0.72363 3.04606
N: 4.61565 1.08377 4.14120
C: 5.32646 1.34288 5.37845
C: 3.30485 1.40572 4.00659
N: 2.40608 0.57714 3.50128
C: 2.97248 -0.68869 3.07135
C: 2.00508 -1.83591 2.78229
N: 0.65160 -1.45500 2.21870
C: -0.28997 -0.96100 3.28013
C: -1.51393 -0.23481 2.74655
N: -1.23824 1.18761 2.43805
C: -2.27841 1.99646 2.56035
N: -3.52069 1.62730 3.08647
C: -4.72260 1.52725 2.30069
C: -3.72532 1.47542 4.50386
N: -2.15890 3.28968 2.13993
C: -2.96967 4.38575 2.60844
C: -1.08244 3.66313 1.22252
C: 0.05148 -2.50295 1.40416
C: 0.92979 -3.16286 0.30172
N: 1.77795 -2.22709 -0.43359
C: 2.66079 -2.66814 -1.27309
N: 3.46743 -1.70812 -1.88212
C: 3.91080 -1.80408 -3.29097
C: 3.83240 -0.45992 -1.27921
N: 2.90518 -3.97516 -1.71363
C: 1.79138 -4.81788 -2.13341
C: 4.23966 -4.42042 -2.03541
N: 2.93038 2.66521 4.43496
C: 1.58017 2.97810 4.84387
C: 3.78345 3.85127 4.27331
H: 6.32478 1.43178 2.94466
H: 4.87932 0.77962 2.10096
H: 5.89372 -0.29101 3.23075
H: 5.73410 0.41654 5.82256
H: 4.65826 1.79981 6.12120
H: 6.15342 2.06660 5.16605
H: 3.76339 -1.08528 3.69774
H: 3.42380 -0.50935 2.09256
H: 1.82657 -2.40049 3.71300
H: 2.46072 -2.49875 2.04429
H: 0.26464 -0.29321 3.96246
H: -0.66514 -1.84144 3.87307
H: -2.30389 -0.30911 3.55196
H: -1.92061 -0.78680 1.86028
H: -4.44043 1.13739 1.28615
H: -5.23804 2.52049 2.17294
H: -5.48677 0.84239 2.75343
H: -2.75804 1.35169 4.99408
H: -4.32610 0.52688 4.70373
H: -4.25413 2.33792 4.94681
H: -2.42590 5.06404 3.27132
H: -3.84903 4.00260 3.12217
H: -3.28158 5.04176 1.79146
H: -1.23320 3.26063 0.21694
H: -0.09901 3.40773 1.58750
H: -1.10510 4.75644 1.10518
H: -0.86906 -2.10433 0.99109
H: -0.25703 -3.37853 1.98573
H: 0.13399 -3.69808 -0.30765
H: 1.46033 -4.01152 0.76748
H: 3.34093 -2.58187 -3.87464
H: 4.98926 -2.01478 -3.29212
H: 3.76265 -0.80385 -3.73299
H: 3.74002 -0.41147 -0.18434
H: 3.19008 0.37511 -1.68823
H: 4.88557 -0.23074 -1.47977
H: 0.90191 -4.27853 -2.46011
H: 1.49742 -5.55842 -1.36750
H: 2.15360 -5.43605 -2.97237
H: 4.95299 -3.61755 -1.79690
H: 4.34766 -4.57061 -3.13732
H: 4.55026 -5.33935 -1.49773
H: 1.09761 3.64574 4.14096
H: 1.62955 3.43367 5.87009
H: 0.99901 2.04735 4.87325
H: 4.68379 3.59761 3.65958
H: 4.11627 4.16066 5.26764
H: 3.23419 4.72736 3.86408
C: -4.13721 2.87713 -2.67577
C: -3.72543 1.61481 -1.90833
O: -2.78295 1.59091 -1.10687
C: -4.55300 0.38828 -2.16613
C: -4.05246 -0.83767 -1.65250
C: -4.76663 -2.01401 -1.85807
C: -6.02416 -1.97545 -2.49106
C: -6.50096 -0.78686 -2.98731
C: -5.78926 0.39844 -2.79581
H: -4.95228 3.44262 -2.20850
H: -3.24867 3.51802 -2.62291
H: -4.38534 2.65837 -3.71959
H: -3.09999 -0.83796 -1.15121
H: -4.26761 -2.96607 -1.63261
H: -6.56757 -2.91503 -2.60682
H: -7.45150 -0.73776 -3.54126
H: -6.18199 1.36406 -3.13574
O: -2.23641 -1.67003 -7.93369
C: -1.20809 -2.18976 -7.15238
N: -1.55546 -2.52719 -5.75621
C: -1.13624 -1.99485 -4.54521
O: -1.16612 -2.71579 -3.51046
C: -0.73625 -0.54540 -4.51768
C: -1.15672 0.50860 -5.38619
C: -0.54397 1.74954 -5.31966
C: 0.44482 1.97566 -4.33808
N: 0.86424 1.01036 -3.54276
C: 0.21658 -0.17199 -3.58383
H: -3.03894 -1.47525 -7.43505
H: -0.43076 -1.41410 -7.10048
H: -0.84446 -3.07824 -7.68768
H: -1.91242 -3.47797 -5.61945
H: -1.97592 0.36803 -6.13754
H: -0.84919 2.56104 -5.99632
H: 0.90172 2.97716 -4.21910
H: 0.51717 -0.87905 -2.81041



Record 5
The following is a DFT calculation (the ωB97M-V functional and the def2-TZVPD basis) of a single C10H18FN molecule.

## Properties
Net charge: 0
HOMO-LUMO gap: 9.4573 eV
2S+1: 1
Energy relative to the best compared isomer or geometry (same formula, charge and spin): 0.0 kJ/mol
SMILES: C#CCN(C)[C@H](CF)CC(C)C

Cartesian coordinates (Å):
C: 0.24389 3.02687 -1.03379
C: 0.90326 2.15100 -0.53405
C: 1.64670 1.37894 0.39980
N: 1.22773 0.04879 0.88722
C: 2.32803 -0.68549 1.62873
C: 0.75503 -0.80197 -0.19173
C: 1.52429 -0.91346 -1.39831
F: 2.88971 -1.15316 -1.13728
C: -0.76493 -0.62181 -0.76862
C: -1.82188 -0.71953 0.27975
C: -1.78397 0.71230 0.92923
C: -3.15318 -0.88480 -0.39691
H: -0.18091 3.71885 -1.66870
H: 1.73832 2.00004 1.37275
H: 2.66291 1.25925 0.08262
H: 2.78992 -0.06891 2.48317
H: 1.98727 -1.70718 1.97824
H: 3.17627 -0.93396 0.84812
H: 0.66473 -1.79906 0.29007
H: 1.48399 -0.06577 -2.02347
H: 1.12436 -1.87973 -1.85977
H: -0.98948 0.30736 -1.28945
H: -0.84979 -1.55847 -1.42127
H: -1.51014 -1.37335 1.15419
H: -1.88510 1.48091 0.12992
H: -0.81118 0.81407 1.39158
H: -2.65665 0.99328 1.70006
H: -3.32491 -0.05491 -1.12685
H: -3.35152 -1.80692 -0.93253
H: -4.06275 -0.86317 0.22728



Record 6
The following is a DFT calculation (the ωB97M-V functional and the def2-TZVPD basis) of a molecular structure, C26H21Br2N7ReSbSe4.

## Properties
Net charge: +1
HOMO-LUMO gap (alpha / beta): 6.1697 / 5.3863 eV
2S+1: 4
Energy relative to the best compared isomer or geometry (same formula, charge and spin): 26.2 kJ/mol

Cartesian coordinates (Å):
Re: 0.32837 0.01145 -0.40262
C: 0.03686 1.93883 1.99337
N: -0.89435 0.98615 1.34318
C: -1.52476 -0.00022 2.24000
C: -1.08763 -1.38046 1.84928
N: -0.27769 -1.63868 0.83728
C: -0.15919 -3.03000 0.77660
C: 0.57032 -3.83148 -0.09902
C: 0.48824 -5.19428 0.09448
C: -0.28952 -5.74766 1.12648
C: -1.00982 -4.95843 1.99980
C: -0.92588 -3.58528 1.79476
N: -1.49958 -2.50585 2.46307
C: 1.38334 1.30321 2.03916
N: 1.74709 0.40004 1.15631
C: 3.00250 -0.07414 1.57654
C: 3.83016 -1.09102 1.10228
C: 5.01255 -1.31367 1.77725
C: 5.38277 -0.55719 2.89969
C: 4.56500 0.43634 3.39340
C: 3.37264 0.64425 2.71072
N: 2.31824 1.51300 2.97653
H: -0.30000 2.20198 2.99920
H: 0.06248 2.84601 1.38782
H: -1.61398 1.53260 0.88506
H: -2.60725 0.07506 2.13465
H: -1.28980 0.18808 3.29112
H: 1.16695 -3.38664 -0.88452
H: 1.03478 -5.85919 -0.56083
H: -0.32442 -6.82313 1.24065
H: -1.60314 -5.39197 2.79376
H: -2.11781 -2.55554 3.25531
H: 3.56308 -1.68182 0.24095
H: 5.67456 -2.09460 1.42792
H: 6.32419 -0.76369 3.39036
H: 4.83366 1.01573 4.26634
H: 2.26096 2.17271 3.73384
Se: -0.27605 1.74879 -3.35355
Sb: 1.79827 0.49680 -4.25238
Se: 2.09168 -0.79817 -1.77211
Se: 0.58451 2.38141 -1.27874
Se: 0.58362 -1.05583 -5.58626
Br: -4.21404 -3.95527 -3.82312
C: -3.03324 -2.76446 -2.99815
C: -1.68580 -2.78236 -3.26571
C: -0.87220 -1.89223 -2.58495
N: -1.29697 -0.98162 -1.69851
C: -2.63904 -0.92664 -1.50295
C: -3.51306 -1.80613 -2.11217
C: -3.26746 0.16309 -0.70398
C: -4.34994 -0.11832 0.12756
C: -4.99682 0.94394 0.73727
Br: -6.43097 0.62263 1.90104
C: -4.57275 2.24075 0.49146
C: -3.47871 2.41075 -0.34614
N: -2.82710 1.40078 -0.92065
H: -1.23427 -3.44863 -3.98591
H: 0.18373 -1.91555 -2.78825
H: -4.57658 -1.70898 -1.95308
H: -4.67810 -1.13263 0.31170
H: -5.07439 3.09000 0.93371
H: -3.09882 3.40259 -0.56830



Record 7
The following is a DFT calculation (the ωB97M-V functional and the def2-TZVPD basis) of a molecular structure, C23H52P4RuSe.

## Properties
Net charge: +3
HOMO-LUMO gap (alpha / beta): 3.8829 / 1.9614 eV
2S+1: 6
Energy relative to the best compared isomer or geometry (same formula, charge and spin): 90.8 kJ/mol

Cartesian coordinates (Å):
Ru: 0.27897 -0.68135 0.54021
P: -1.01724 -2.41847 0.98487
P: 1.84822 -0.92288 2.06807
P: 1.52296 -1.81049 -0.98488
H: -3.46960 2.40399 -5.14917
C: -3.51389 1.34190 -5.43705
C: -3.35573 0.36031 -4.52093
H: -3.24771 0.57012 -3.43703
C: -2.62487 -2.27443 1.86130
C: -0.41372 -3.94788 1.82164
C: -1.65059 -3.07660 -0.62360
C: 3.21357 0.30201 2.08808
C: 1.33126 -0.98046 3.82814
C: 2.88929 -2.44459 2.08444
C: 0.74397 -1.60773 -2.62542
C: 1.89238 -3.61305 -0.96018
C: 3.16945 -1.07901 -1.31647
H: -3.77306 1.18999 -6.50908
H: -3.46801 -0.69741 -4.80702
H: -3.21819 -1.43975 1.47024
H: -2.46243 -2.15048 2.93880
H: -3.20025 -3.19725 1.71159
H: -0.03135 -3.70966 2.81918
H: 0.35748 -4.44663 1.22923
H: -1.24447 -4.65231 1.95527
H: -1.98586 -2.23158 -1.24055
H: -2.50738 -3.73802 -0.43852
H: -0.86840 -3.64249 -1.14217
H: 4.00266 -0.02213 2.77675
H: 2.89656 1.29454 2.40798
H: 3.65352 0.41183 1.09451
H: 2.15083 -1.35054 4.45713
H: 0.48759 -1.65971 3.97901
H: 1.04464 -0.00447 4.22787
H: 3.45189 -2.48814 3.02418
H: 3.61800 -2.47088 1.27379
H: 2.28175 -3.34643 2.03525
H: 1.32832 -2.19907 -3.34038
H: 0.76730 -0.54460 -2.89124
H: -0.28830 -1.97098 -2.60455
H: 2.39339 -3.84310 -1.91036
H: 0.98341 -4.22085 -0.88997
H: 2.57065 -3.86339 -0.13587
H: 3.59488 -1.59635 -2.18969
H: 3.84743 -1.19774 -0.46155
H: 3.05057 -0.00576 -1.53409
C: 1.54825 2.71619 -2.58275
C: 0.23642 2.33763 -2.91131
C: -0.22762 2.41504 -4.22350
C: 0.64317 2.86149 -5.21589
C: 1.93613 3.28551 -4.89595
C: 2.38509 3.25588 -3.57462
Se: 2.10436 2.48783 -0.75687
H: 1.08776 1.36973 -0.63100
H: -0.44296 1.98562 -2.14278
H: -1.24509 2.13544 -4.50813
H: 0.32215 2.92397 -6.25492
H: 2.58269 3.64889 -5.69474
H: 3.35749 3.65350 -3.29248
C: -3.01907 1.12613 0.13025
C: -1.81783 1.91319 0.64647
P: -0.70064 1.03343 1.75820
C: 0.44927 2.33120 2.43161
C: -0.08295 3.75334 2.60915
C: -1.86861 0.60065 3.15211
C: -2.01751 1.60728 4.28710
H: -2.77847 0.05741 0.03908
H: -3.28447 1.49335 -0.87231
H: -3.89729 1.27671 0.78072
H: -1.17876 2.26712 -0.16691
H: -2.13408 2.79339 1.21024
H: 0.84854 1.96836 3.38436
H: 1.30489 2.40148 1.75041
H: -0.95770 3.80591 3.27720
H: 0.71988 4.36259 3.06189
H: -0.32808 4.19348 1.62517
H: -1.52473 -0.34836 3.59008
H: -2.85230 0.43658 2.69710
H: -2.57777 2.50253 3.97672
H: -2.58032 1.11953 5.09697
H: -1.03968 1.89992 4.69154



Record 8
The following is a DFT calculation (the ωB97M-V functional and the def2-TZVPD basis) of a single C2H3Cl3Si molecule.

## Properties
Net charge: 0
HOMO-LUMO gap: 9.3347 eV
2S+1: 1
Energy relative to the best compared isomer or geometry (same formula, charge and spin): 491.0 kJ/mol
SMILES: [SiH3]C(Cl)=C(Cl)Cl

Cartesian coordinates (Å):
Si: 0.33576 1.16466 0.77200
C: -0.13167 0.05395 -0.64024
Cl: -0.26063 0.63841 -2.18216
C: -0.37967 -1.34365 -0.46814
Cl: -0.66610 -2.36484 -1.77686
Cl: -0.25869 -2.18349 0.96127
H: 0.92161 2.33759 0.25844
H: 1.32967 0.36886 1.45505
H: -0.89027 1.32851 1.62064



Number 1: strongest force on any atom 8.05 eV/Å. Number 2: strongest force on any atom 3.60 eV/Å. Number 3: strongest force on any atom 6.16 eV/Å. Number 4: strongest force on any atom 3.01 eV/Å. Number 5: strongest force on any atom 4.06 eV/Å. Number 6: strongest force on any atom 0.63 eV/Å. Number 7: strongest force on any atom 4.13 eV/Å. Number 8: strongest force on any atom 5.26 eV/Å.